Entry one
C43H51N5O4S3SiTaTe | the ωB97M-V functional and the def2-TZVPD basis

Last column: Mulliken charge in e.
Positions of all 109 atoms, in Å:
Ta -0.136 -0.567 0.101  -0.475
Te -1.471 -3.028 -0.260  -0.114
S 0.352 -1.188 2.943  1.948
S -0.250 3.233 3.413  -0.441
S 0.554 -5.139 -2.011  -0.051
Si -1.128 2.121 -1.817  -0.194
O 1.296 -0.287 3.567  -1.172
O 0.920 -2.143 1.998  -0.633
O -2.432 -0.444 0.116  -0.516
O -4.209 0.023 1.399  -0.781
N -0.762 -0.485 2.061  0.375
N 1.620 -0.506 -0.359  1.175
N 2.209 2.256 2.956  0.315
N -0.517 -0.488 -2.516  1.829
N 2.174 4.417 3.307  -0.249
C -0.299 -4.762 -0.572  0.296
C -2.603 -4.125 7.298  -1.532
C 5.151 -1.524 -0.465  -1.150
C 0.515 -1.398 -3.069  -0.327
C -1.893 -0.888 -2.974  -0.162
C -0.964 -1.861 -5.081  -0.808
C -1.295 -3.108 3.884  -0.104
C -0.302 -1.665 5.553  -0.332
C 1.157 5.375 -3.169  -0.823
C -0.458 -2.055 4.232  -0.803
C -1.836 -3.411 6.220  1.119
C 3.644 0.811 -0.497  1.156
C 5.795 -0.296 -0.481  -0.850
C -4.835 2.357 -3.671  -0.802
C 3.766 -1.618 -0.451  0.958
C 1.029 -6.685 -1.450  -0.600
C 0.739 4.098 -2.818  -0.045
C 2.996 -0.439 -0.438  -0.237
C -3.903 2.138 -1.071  -0.120
C -1.412 4.950 -2.237  -0.299
C -3.016 -0.172 1.237  0.323
C -2.085 -0.040 2.456  -0.310
C -1.978 -3.778 4.884  -0.944
C 0.286 6.447 -3.047  -0.507
C -0.250 0.902 -2.951  -1.302
C -1.002 6.230 -2.579  -0.763
C 5.033 0.861 -0.506  -0.823
C -0.988 -2.354 6.541  -0.810
C 3.617 2.614 2.987  -0.033
C -3.476 2.281 -3.417  -0.268
C -0.552 3.853 -2.341  0.431
C 1.401 3.293 3.220  0.211
C -5.270 2.205 -1.315  -0.759
C -1.898 -2.096 -3.899  -0.948
C 3.088 -2.953 -0.467  -0.399
C -2.981 2.159 -2.114  0.555
C 2.845 2.077 -0.547  0.561
C 3.580 4.077 3.474  -0.686
C 0.461 -1.543 -4.588  -1.136
C -0.596 1.610 -0.141  -0.322
C -0.222 -5.820 0.294  -0.440
C -5.737 2.314 -2.614  -0.563
C 0.540 -6.914 -0.201  -0.547
H 2.164 5.531 -3.538  0.412
H 5.519 1.831 -0.546  0.412
H -2.312 -0.047 -3.531  -0.031
H 3.442 2.898 -0.948  0.638
H 1.963 1.942 -1.166  -1.267
H 2.474 2.367 0.438  -0.717
H 1.486 -1.025 -2.751  0.296
H -6.802 2.361 -2.808  0.348
H 4.064 2.526 1.995  -0.028
H -5.960 2.148 -0.484  0.461
H -5.193 2.444 -4.690  0.397
H 1.865 1.306 3.069  0.078
H -0.864 -2.066 7.578  0.364
H -2.923 -2.248 -4.246  0.536
H -0.962 -2.726 -5.746  0.475
H 0.607 7.445 -3.319  0.367
H 3.820 -3.763 -0.478  0.407
H -1.348 -1.017 -5.663  0.272
H -3.495 -3.558 7.574  0.293
H 0.829 -0.628 -5.058  0.263
H 1.440 3.281 -2.924  0.252
H -2.425 4.799 -1.880  0.358
H 0.351 -0.837 5.788  0.520
H 5.732 -2.440 -0.466  0.386
H -2.481 -0.662 3.261  0.454
H -1.998 -4.246 8.197  0.385
H -0.469 1.039 -4.019  0.580
H 2.460 -3.048 -1.354  -0.126
H 3.887 4.158 4.522  0.292
H 4.219 4.724 2.874  0.360
H -2.783 2.323 -4.254  0.383
H 4.171 1.964 3.665  0.354
H 0.822 1.075 -2.822  0.799
H 0.254 2.216 0.181  -0.109
H -3.567 2.041 -0.049  0.245
H -1.691 7.061 -2.484  0.410
H -2.633 -4.600 4.622  0.360
H 1.644 -7.329 -2.056  0.391
H 1.158 -2.336 -4.867  0.516
H 0.383 -2.368 -2.592  -0.265
H 0.715 -7.828 0.350  0.361
H -2.075 1.000 2.791  -0.148
H -0.705 -5.811 1.261  0.410
H -1.398 -3.389 2.840  0.172
H -1.616 -2.995 -3.349  0.195
H -1.394 1.811 0.580  0.490
H 1.761 5.225 3.737  0.244
H -2.926 -5.110 6.966  0.359
H 6.877 -0.242 -0.489  0.396
H 2.432 -3.081 0.392  0.017
H -2.535 -1.046 -2.111  -0.088

Properties
Lowest unoccupied orbital energy (eV): 2.3
E_HOMO (eV): -4.725
Net charge: -1

Entry two
C43H51N5O4S3SiTaTe | the ωB97M-V functional and the def2-TZVPD basis

Last column: Mulliken charge in e.
Positions of all 109 atoms, in Å:
Ta -0.330 -0.395 0.001  -0.024
Te -1.970 0.658 -2.096  -0.136
S -0.612 2.668 0.941  -0.004
S -3.137 2.978 -4.108  -0.192
S -2.816 -2.106 -0.896  1.299
Si 2.995 1.002 0.339  -0.090
O 1.252 -2.035 -0.787  -0.553
O 1.614 -3.705 -2.238  -0.798
O -3.536 -2.132 -2.146  -0.703
O -3.227 -1.078 0.042  -0.684
N -1.002 -0.748 1.658  1.512
N -2.721 4.197 0.264  -0.064
N -1.241 -1.969 -1.078  0.285
N -3.202 2.085 0.530  0.349
N 1.559 0.607 -2.020  1.972
C -4.328 -5.755 -0.058  -0.936
C 6.490 -1.199 1.016  -0.756
C -3.371 -6.306 0.789  0.970
C 2.190 0.202 -4.431  -1.059
C 2.371 3.261 1.957  -0.326
C 1.354 -0.222 -3.211  -0.941
C 4.736 0.483 0.929  0.526
C -1.992 2.681 -2.843  0.423
C -3.347 0.139 3.044  -0.797
C 1.244 2.028 -2.288  1.031
C 2.464 4.569 2.409  -0.725
C 3.170 5.509 1.673  -0.620
C -1.743 4.960 -3.332  -0.919
C -3.102 -3.704 -0.155  -0.618
C 1.639 0.054 1.158  -1.185
C -2.145 -4.231 0.699  0.283
C -0.694 -2.587 3.213  1.061
C -1.343 3.845 -2.543  -0.456
C 1.123 2.373 -3.773  -0.266
C 0.894 -2.896 -1.671  0.089
C 3.764 5.133 0.476  -0.804
C -2.720 4.646 -4.222  -0.661
C -2.215 2.977 0.564  -0.278
C 2.912 0.436 -1.471  -1.106
C -4.072 4.094 -0.285  -0.396
C 3.667 3.821 0.035  -0.078
C -2.583 -1.083 3.465  0.606
C 2.971 2.855 0.763  0.912
C -4.197 -4.460 -0.537  -0.766
C -1.415 -1.451 2.751  0.188
C 6.664 0.765 2.379  -0.738
C -0.601 -2.842 -2.034  -0.534
C -3.477 -7.732 1.258  -1.449
C -2.285 -5.523 1.171  -0.811
C 5.284 -0.734 0.511  -0.434
C 5.460 1.224 1.865  -0.439
C -3.025 -1.845 4.532  -0.688
C -1.180 -3.331 4.279  -0.728
C 7.180 -0.454 1.962  -0.474
C -4.441 2.625 -0.003  -0.638
C 0.605 -3.008 2.579  -1.182
C -2.344 -2.981 4.941  -0.994
C 2.279 1.734 -4.538  -1.054
H -3.924 -1.545 5.059  0.381
H -4.462 -8.145 1.041  0.359
H 2.269 2.045 -5.585  0.520
H 1.987 4.854 3.338  0.435
H 3.264 6.525 2.037  0.368
H 0.627 -2.803 1.509  -0.100
H 1.439 -2.465 3.030  0.362
H 1.415 0.424 2.160  0.586
H -4.733 2.087 -0.908  0.268
H 4.155 3.544 -0.895  0.419
H -3.297 -7.799 2.331  0.350
H -3.040 1.092 0.606  -0.264
H 3.090 -0.643 -1.429  0.673
H 5.070 2.180 2.197  0.299
H 1.708 -0.208 -5.321  0.556
H -5.175 -6.353 -0.373  0.315
H 4.751 -1.336 -0.217  0.383
H 4.314 5.862 -0.108  0.398
H -0.622 -4.204 4.599  0.449
H -3.225 5.291 -4.923  0.409
H 0.293 -0.176 -3.463  0.245
H -3.872 -0.069 2.110  0.056
H 1.825 2.535 2.547  0.324
H 0.167 2.020 -4.168  0.163
H -4.920 -4.033 -1.219  0.499
H 3.188 -0.239 -4.370  0.272
H 0.778 -4.074 2.734  0.385
H -2.661 0.973 2.889  0.064
H -2.096 4.908 -0.071  0.399
H -0.692 -2.457 -3.056  0.257
H 2.029 2.649 -1.852  -0.275
H 7.199 1.354 3.114  0.390
H -4.078 4.318 -1.354  0.110
H 3.218 2.088 -4.101  0.282
H 1.594 -1.253 -2.957  0.260
H -5.239 2.533 0.736  0.420
H -1.299 5.943 -3.245  0.367
H -1.022 -3.850 -2.018  0.502
H -2.729 -8.349 0.756  0.305
H -1.525 -5.936 1.824  0.400
H -0.600 3.915 -1.762  0.857
H 3.696 0.869 -2.113  0.383
H -2.716 -3.570 5.770  0.373
H 6.886 -2.148 0.678  0.409
H 1.146 3.459 -3.881  0.563
H 2.041 -0.955 1.292  0.188
H 0.319 2.283 -1.774  -2.119
H -4.738 4.791 0.226  0.337
H -1.297 -3.618 0.969  0.198
H -4.081 0.413 3.803  0.460
H 8.109 -0.825 2.377  0.358

Properties
Lowest unoccupied orbital energy (eV): 2.2
E_HOMO (eV): -4.530
Net charge: -1

Winner for stability: entry one

Entry one
C4H6OS | the ωB97M-V functional and the def2-TZVPD basis

Last column: Löwdin spin population.
Positions of all 12 atoms, in Å:
S -1.556 0.744 -2.144  0.083
O 0.800 1.791 1.988  0.293
C 0.393 -1.611 -0.390  0.068
C -0.779 0.800 -0.447  0.085
C 0.008 -0.368 -0.057  0.683
C 1.110 0.678 1.835  0.603
H -1.540 0.981 0.327  0.001
H -0.222 -2.248 -1.155  0.039
H -0.142 1.753 -0.213  0.013
H -0.945 -0.385 -2.355  0.005
H 1.773 0.005 2.345  0.110
H 1.100 -2.140 0.268  0.017

Properties
Lowest unoccupied orbital energy (spin up / spin down) (eV): 0.7 / -1.3
Spin multiplicity: 3
E_HOMO (spin up / spin down) (eV): -6.313 / -9.151
Net charge: 0

Entry two
C4H6OS | the ωB97M-V functional and the def2-TZVPD basis

Last column: Löwdin spin population.
Positions of all 12 atoms, in Å:
S 0.816 2.058 0.917  0.515
O 2.101 2.650 1.251  0.443
C 0.083 -1.646 -0.497  0.483
C -1.336 0.183 0.007  -0.001
C 0.023 -0.326 -0.081  0.107
C 1.065 0.571 0.083  0.394
H -1.700 0.228 0.968  -0.003
H 2.103 0.304 -0.353  0.008
H 0.988 -2.194 -0.414  0.028
H -0.724 -2.347 -0.852  0.026
H -2.044 -0.537 -0.503  0.001
H -1.373 1.056 -0.525  -0.001

Properties
Lowest unoccupied orbital energy (spin up / spin down) (eV): 1.0 / -2.2
Spin multiplicity: 3
E_HOMO (spin up / spin down) (eV): -7.188 / -10.150
Net charge: 0

Winner for stability: entry two